1.
Density functional theory data (ωB97M-V with the def2-TZVPD basis set) for 2 unconnected molecules or ions with the total composition C2H4FNO.

```
9
Properties=species:S:1:pos:R:3:mulliken_charge:R:1
C 2.0789 -0.3904 -0.2702 -0.3480
C -1.9159 0.5258 0.3372 -0.1198
N 0.8927 -0.0512 -0.0049 -0.0755
O -0.1454 -0.6485 -0.3058 -0.3474
F -2.7876 -0.3269 -0.1460 -0.1812
H 2.8729 0.3722 0.1649 0.2172
H 2.3240 -1.2322 -0.9432 0.2938
H -1.6108 0.4361 1.4068 0.2577
H -1.7089 1.3150 -0.2387 0.3032
```

The calculation puts the highest occupied orbital energy (alpha / beta) at -9.2 / -8.0 eV. As for the spin multiplicity: 1. For the energy above the lowest of the compared OMol25 structures with the same formula, charge and spin, the calculation gives 5.943 eV. For the total energy, the calculation gives -8388.30390 eV.

2.
Density functional theory data (ωB97M-V with the def2-TZVPD basis set) for a single C2H4FNO2 molecule.

```
10
Properties=species:S:1:pos:R:3:mulliken_charge:R:1
O -0.9359 -0.8910 -2.0714 -0.5337
N -0.9892 -0.4986 -0.9026 0.9123
O -1.9249 -0.7235 -0.1142 -0.5124
C 0.1600 0.4011 -0.4989 -0.4304
C 0.5094 0.1085 0.9623 -0.3074
F 1.0988 -1.1734 1.0444 -0.2883
H 1.0649 0.3123 -1.0701 0.3310
H -0.0415 1.4994 -0.4605 0.2633
H -0.2531 0.1590 1.7965 0.2811
H 1.3115 0.8063 1.3145 0.2847
```

As for the structure (SMILES): O=[N+]([O-])CCF. The calculation puts the highest occupied orbital energy at -11.4 eV. As for the spin multiplicity: 1. For the energy above the lowest of the compared OMol25 structures with the same formula, charge and spin, the calculation gives 3.570 eV. For the total energy, the calculation gives -10437.96850 eV.

3.
Density functional theory data (ωB97M-V with the def2-TZVPD basis set) for a single C2H4FNO3 molecule.

```
11
Properties=species:S:1:pos:R:3:mulliken_charge:R:1
O 1.9486 -1.2775 0.4838 -0.5498
N 1.5179 -0.2175 0.0332 0.8703
O 2.0608 0.2279 -0.9490 -0.5102
C 0.3412 0.3894 0.5977 0.0105
F 0.2323 1.6986 0.2310 -0.2661
C -0.8677 -0.4420 -0.4256 -0.4616
O -2.0741 0.0865 0.0683 -0.4647
H 0.2860 0.1842 1.6797 0.3447
H -0.4125 -0.0465 -1.3664 0.3783
H -0.8674 -1.5732 -0.1940 0.3243
H -2.1652 0.9700 -0.1588 0.3245
```

As for the structure (SMILES): O=[N+]([O-])[C@@H](F)CO. The calculation puts the highest occupied orbital energy at -10.8 eV. As for the spin multiplicity: 1. For the energy above the lowest of the compared OMol25 structures with the same formula, charge and spin, the calculation gives 1.870 eV. For the total energy, the calculation gives -12484.47169 eV.

4.
Density functional theory data (ωB97M-V with the def2-TZVPD basis set) for a single C2H4FNOS molecule.

```
10
Properties=species:S:1:pos:R:3:mulliken_charge:R:1
O 2.1485 0.5515 -0.3356 -0.5628
C 1.0220 0.1624 -0.2728 0.4852
C 0.4365 -0.9267 -1.1415 -0.1966
F -0.8829 -0.8093 -1.4252 -0.2616
N 0.1278 0.8568 0.5059 -0.2739
S -1.1877 0.1357 1.3590 -0.1382
H 0.5415 -1.8559 -0.5585 0.2372
H 1.0402 -0.9381 -2.0816 0.2641
H 0.6315 1.6123 0.9569 0.2868
H -2.0979 0.4685 0.3943 0.1599
```

As for the structure (SMILES): O=C(CF)NS. The calculation puts the highest occupied orbital energy at -9.8 eV. As for the spin multiplicity: 1. For the energy above the lowest of the compared OMol25 structures with the same formula, charge and spin, the calculation gives 0.065 eV. For the total energy, the calculation gives -19228.57191 eV.

5.
Density functional theory data (ωB97M-V with the def2-TZVPD basis set) for 2 unconnected molecules or ions with the total composition C2H4FP.

```
8
Properties=species:S:1:pos:R:3:mulliken_charge:R:1
C 0.7025 -0.3866 1.3832 0.2250
C -0.2436 0.2212 -1.3650 -0.9215
F 2.0197 -0.3759 1.3679 -0.1648
P -0.4600 -0.4983 2.5379 -0.1390
H -0.0165 1.2618 -1.3380 0.3222
H -1.2146 -0.1234 -1.0761 0.3282
H 0.4446 -0.4800 -1.7850 0.3239
H 0.3879 -0.6359 3.6647 0.0261
```

The calculation puts the highest occupied orbital energy (alpha / beta) at -9.0 / -9.6 eV. As for the spin multiplicity: 1. For the energy above the lowest of the compared OMol25 structures with the same formula, charge and spin, the calculation gives 4.930 eV. For the total energy, the calculation gives -14139.43800 eV.

6.
Density functional theory data (ωB97M-V with the def2-TZVPD basis set) for 2 unconnected molecules or ions with the total composition C2H4FP.

```
8
Properties=species:S:1:pos:R:3:mulliken_charge:R:1
C -0.1258 0.3355 0.1854 -0.4202
C -0.9239 -0.7007 0.1950 -0.4408
F 2.8859 1.9388 -0.5743 -0.2948
P 2.6179 1.6859 1.0853 0.2410
H 3.6687 0.5979 1.1081 0.0628
H 0.0860 1.2708 -0.2559 0.3386
H -1.3808 -0.9169 -0.6502 0.3082
H -0.9866 -1.3478 1.1021 0.2053
```

The calculation puts the highest occupied orbital energy (alpha / beta) at -8.7 / -8.7 eV. As for the spin multiplicity: 1. For the energy above the lowest of the compared OMol25 structures with the same formula, charge and spin, the calculation gives 3.896 eV. For the total energy, the calculation gives -14140.47127 eV.

7.
Density functional theory data (ωB97M-V with the def2-TZVPD basis set) for a molecular structure, C2H4FeIO4S.

```
13
Properties=species:S:1:pos:R:3:mulliken_charge:R:1
Fe -3.8366 -1.8187 -2.8749 0.8161
I -4.2220 -0.3937 -0.8546 0.1820
C -0.3463 0.1574 0.0263 0.0324
C 0.8949 0.6363 -0.7060 -0.3406
O 1.8387 0.8261 0.3314 -0.3014
S 1.5756 -0.1684 1.5573 1.0964
O 1.3585 0.6010 2.7049 -0.5051
O 2.5137 -1.2184 1.5288 -0.5064
O 0.1675 -0.7291 1.0130 -0.3268
H -1.0855 -0.3662 -0.5815 -0.0585
H -0.8709 1.0041 0.4847 0.3201
H 0.7445 1.5825 -1.2201 0.2952
H 1.2679 -0.1129 -1.4093 0.2964
```

The calculation puts the highest occupied orbital energy (alpha / beta) at -13.5 / -13.5 eV. As for the spin multiplicity: 5. As for the charge: +1. For the energy above the lowest of the compared OMol25 structures with the same formula, charge and spin, the calculation gives 0.000 eV. For the total energy, the calculation gives -63641.46895 eV.

8.
Density functional theory data (ωB97M-V with the def2-TZVPD basis set) for a molecular structure, C2H4I2S.

```
9
Properties=species:S:1:pos:R:3:mulliken_charge:R:1
C -1.4295 0.2490 -0.3829 -0.4851
C -0.6222 -0.7220 -0.8012 -0.3002
S 1.9980 1.0572 1.7095 -0.2422
I 0.7443 -0.5044 -2.4080 0.1100
I -0.6789 -2.7438 -0.0929 0.1020
H -1.9455 0.0631 0.5944 0.2621
H 1.4737 -0.1155 1.5940 0.1220
H -1.2377 1.2850 -0.6492 0.3090
H 1.6978 1.4314 0.4363 0.1224
```

The calculation puts the highest occupied orbital energy at -9.5 eV. As for the spin multiplicity: 1. For the energy above the lowest of the compared OMol25 structures with the same formula, charge and spin, the calculation gives 0.648 eV. For the total energy, the calculation gives -29173.96958 eV.

9.
Density functional theory data (ωB97M-V with the def2-TZVPD basis set) for a molecular structure, C2H4I2S.

```
9
Properties=species:S:1:pos:R:3:mulliken_charge:R:1
C -0.4724 0.3877 0.3556 -0.9446
C 0.8994 0.0880 -0.4917 -0.6068
S -1.9277 -0.5129 -0.3036 -0.1278
I 2.3344 1.7295 -0.2425 0.0688
I 1.4966 -1.7903 0.2669 0.1496
H -0.4154 0.2252 1.3663 0.5226
H -0.9190 1.4579 0.2380 0.3254
H 0.6038 0.1030 -1.4708 0.4985
H -1.5997 -1.6880 0.2819 0.1144
```

The calculation puts the highest occupied orbital energy at -9.4 eV. As for the spin multiplicity: 1. For the energy above the lowest of the compared OMol25 structures with the same formula, charge and spin, the calculation gives 0.091 eV. For the total energy, the calculation gives -29174.52659 eV.

10.
Density functional theory data (ωB97M-V with the def2-TZVPD basis set) for 2 unconnected molecules or ions with the total composition C2H4IN.

```
8
Properties=species:S:1:pos:R:3:mulliken_charge:R:1
C -1.8906 -0.5472 -0.2393 -0.7505
C -1.0313 0.4209 0.0464 0.5011
N -0.2292 1.1148 0.6635 -0.5006
H -1.4630 -1.4973 0.1120 0.2239
H -2.6889 -0.3640 -1.0078 0.2427
H 0.7025 1.3237 0.3660 0.2557
I 2.7661 -0.3130 0.5861 -0.0786
H 3.8345 -0.1379 -0.5269 0.1063
```

As for the structure (SMILES): C=C=N.I. The calculation puts the highest occupied orbital energy at -8.9 eV. As for the spin multiplicity: 1. For the energy above the lowest of the compared OMol25 structures with the same formula, charge and spin, the calculation gives 1.446 eV. For the total energy, the calculation gives -11727.56418 eV.